No. 1
{"formula": "C21H37Cl33N", "method": "ωB97M-V/def2-TZVPD", "spin_multiplicity": 1, "largest_force_ev_per_a": 4.702, "charge": 1, "species": ["H", "C", "H", "H", "C", "C", "H", "Cl", "Cl", "C", "Cl", "H", "H", "H", "Cl", "Cl", "Cl", "H", "Cl", "H", "C", "Cl", "Cl", "Cl", "Cl", "Cl", "Cl", "H", "C", "H", "H", "H", "H", "H", "Cl", "Cl", "H", "H", "Cl", "H", "H", "C", "Cl", "C", "C", "H", "C", "Cl", "Cl", "H", "Cl", "H", "H", "N", "H", "Cl", "H", "H", "H", "Cl", "C", "C", "H", "Cl", "C", "Cl", "Cl", "H", "Cl", "Cl", "Cl", "C", "Cl", "H", "Cl", "H", "H", "C", "C", "H", "H", "C", "C", "Cl", "H", "C", "H", "C", "Cl", "Cl", "H", "C"], "xyz": [[-2.9483, 5.6164, -0.4543], [0.1720, -8.7791, -4.2658], [10.0894, -6.9480, -3.8059], [3.9622, -0.1036, -0.6034], [-6.3552, 4.7061, 1.7259], [-2.6597, -2.6532, 1.1183], [-2.7939, 9.3947, 3.3700], [-0.9369, -9.4573, -3.0681], [-8.9357, 9.3518, 5.7902], [-1.9343, 0.1988, 0.3304], [1.6642, 1.9400, 1.8456], [-7.2476, 4.4424, 1.1601], [2.9990, -5.5712, -5.3353], [-3.0862, -3.5544, 4.2321], [1.9769, -2.0091, 1.8195], [2.4785, -6.2588, -3.1393], [-6.8394, 5.5280, 3.2135], [9.0513, -7.7400, -5.0185], [3.7299, -3.9226, 0.4837], [-0.1692, -0.7765, -0.8406], [4.9380, 4.8574, -0.0931], [-1.9762, -4.1249, -3.3760], [-3.4989, 8.7209, 1.2238], [4.6633, 4.2881, -1.7443], [-0.3959, 0.7909, 4.9727], [1.9753, -3.6682, -4.3912], [6.2835, -0.0441, -1.0135], [0.4388, -9.5555, -4.9815], [-1.4223, -2.4635, 0.1989], [-3.6593, 7.8371, 3.4026], [-2.7568, 7.2417, -1.1574], [-1.6446, 1.2742, 0.0561], [4.0362, -4.7829, -4.1189], [-0.7972, -3.3501, -0.1701], [-5.3291, 5.7435, 0.7296], [-7.4240, 9.5686, 3.3058], [-5.8027, 3.8041, 1.9845], [5.9060, 4.4946, 0.2498], [8.0224, -5.8422, -4.0676], [-0.6297, 2.1836, 2.3349], [0.2257, 3.7478, 2.3157], [-1.6843, 4.8094, -6.7948], [-0.5729, -7.4299, -5.1335], [-3.8327, -3.2011, 4.9424], [0.1135, 2.7871, 1.8142], [-2.9628, -3.6947, 1.4621], [-2.9216, 8.4358, 2.8698], [-0.4356, 3.0642, 0.1569], [-2.2479, 3.6429, -5.5912], [1.3214, 0.5385, 6.5703], [0.2745, -4.9189, -1.6984], [-0.6649, 5.1045, -6.5506], [1.3748, -3.8611, 0.4878], [-3.4119, -1.5120, 1.5669], [7.5135, -6.6764, -1.1876], [8.5398, -8.4285, -2.8217], [-3.7340, -3.7438, 5.8814], [-1.4098, -6.2890, -2.6263], [-0.2760, -5.6868, -3.8629], [-4.1400, 1.2253, 1.9137], [-1.0781, -0.9811, -0.1878], [-2.3147, 6.2505, -1.0714], [1.9616, 0.7225, 4.9169], [-1.3728, 7.5803, 2.8742], [1.2204, 1.0798, 5.6307], [4.8749, 0.5457, 1.4719], [-2.7089, 6.2487, -6.8182], [4.9292, 5.9464, -0.0881], [5.1575, -6.6494, -1.0791], [-3.5690, -1.4800, 5.2423], [7.0259, -4.5910, -0.1978], [9.0737, -7.2635, -4.0395], [-2.1849, 5.5367, -2.6838], [-7.8987, 7.6274, 4.5600], [-0.7292, 6.3937, -0.3062], [-9.3439, 8.2674, 3.7361], [-1.7078, 4.3420, -7.7781], [-8.4514, 8.5305, 4.3021], [3.0198, -5.0944, -4.3563], [1.0664, -8.4222, -3.7582], [2.0378, -4.3556, 2.0660], [-0.8462, -5.4236, -2.9723], [6.7815, -6.3221, -0.4627], [-5.4436, -3.4930, 4.2737], [6.9144, -6.8473, 0.4822], [2.1492, -3.6682, 1.2285], [-4.2163, -1.7024, 2.1994], [4.7809, 0.5447, -0.2935], [1.4905, 2.8004, 5.9264], [3.6827, 4.2670, 1.0028], [4.5976, 1.5618, -0.6386], [-3.1372, -0.1377, 1.2467]], "forces_ev_per_a": [[0.2, 0.0, -0.1], [0.3, -0.3, 0.0], [-0.2, 0.0, 0.1], [0.2, 0.0, 0.1], [-0.1, -0.2, -0.2], [2.8, 2.2, -2.1], [0.0, -0.1, -0.2], [0.1, 0.0, 0.0], [0.0, -0.1, 0.0], [-0.8, -3.9, 0.9], [-0.2, -0.2, 0.1], [0.1, 0.2, 0.1], [-0.1, 0.1, 0.2], [-0.1, 0.1, 0.1], [-0.2, 0.1, 0.0], [0.6, -0.4, -0.4], [0.0, -0.2, 0.0], [-0.1, 0.1, 0.2], [-0.2, 0.0, 0.1], [-1.4, -0.2, 1.0], [0.2, 0.3, 0.1], [-0.1, 0.0, 0.0], [-0.1, 0.1, 0.0], [0.1, 0.0, 0.0], [-0.1, -0.2, -0.1], [0.0, 0.1, -0.1], [-0.1, 0.0, -0.1], [-0.2, 0.1, 0.1], [-2.7, 3.5, 1.7], [0.1, 0.0, -0.2], [0.2, -0.1, 0.0], [-0.7, -1.8, 0.6], [-0.2, 0.0, 0.1], [-1.2, 1.5, 0.6], [-0.1, -0.1, 0.0], [0.0, -0.1, -0.1], [0.0, 0.2, 0.0], [-0.2, -0.1, -0.1], [0.0, 0.1, 0.0], [0.1, 0.0, -0.1], [0.0, -0.1, -0.2], [0.2, 0.1, -0.2], [0.0, -0.7, -0.9], [0.2, -0.2, 0.2], [0.0, 0.0, 0.4], [0.1, 1.8, -0.4], [-0.1, 0.0, 0.3], [0.2, 0.3, -0.1], [0.1, -0.1, 0.0], [-0.2, 0.1, -0.1], [-0.5, 0.2, 0.6], [-0.2, 0.0, 0.1], [0.2, 0.1, 0.1], [1.4, 0.7, -1.0], [-0.2, 0.2, 0.1], [0.1, -0.1, -0.1], [-0.1, 0.1, -0.1], [0.1, 0.2, 0.0], [0.0, 0.5, 0.6], [1.4, -2.5, -0.9], [-2.8, -1.0, 2.2], [-0.1, 0.1, 0.1], [-0.2, 0.1, 0.0], [-0.1, 0.0, 0.2], [0.4, 0.0, 0.1], [-0.1, 0.0, 0.1], [0.1, 0.0, -0.1], [-0.1, -0.2, -0.1], [0.1, -0.2, -0.1], [0.1, 0.0, -0.1], [0.1, 0.0, 0.0], [0.2, 0.0, -0.2], [-0.1, -0.1, 0.0], [-0.1, 0.3, 0.0], [0.0, 0.2, -0.1], [0.1, 0.2, 0.1], [-0.1, 0.1, 0.2], [-0.1, -0.2, 0.0], [0.3, 0.0, -0.2], [-0.2, 0.0, -0.1], [0.1, 0.2, -0.1], [-0.1, 0.2, 0.0], [0.3, -0.2, 0.1], [0.0, 0.0, -0.2], [-0.1, 0.2, -0.1], [0.1, -0.3, 0.0], [0.7, 0.2, -0.5], [-0.2, 0.1, -0.2], [0.0, -0.1, 0.0], [0.2, 0.1, 0.0], [0.1, -0.1, 0.1], [2.9, -0.8, -1.9]], "mulliken_charge": [-0.041, 0.056, 0.288, 0.157, 0.108, -0.355, 0.316, -0.158, -0.156, 0.041, 0.002, 0.313, 0.280, 0.186, -0.073, -0.152, -0.126, 0.281, -0.045, 0.439, -0.390, -0.184, -0.137, -0.165, -0.097, -0.133, -0.168, 0.333, 0.215, 0.189, 0.287, 0.315, 0.268, -0.041, -0.077, -0.136, -0.183, 0.294, -0.116, 0.076, 0.398, -0.273, -0.144, -0.274, -0.223, 0.449, -0.231, -0.227, -0.149, 0.341, -0.192, 0.254, -0.713, 0.105, -0.188, -0.154, 0.356, 0.378, -0.237, -0.074, -0.332, -0.049, 0.175, -0.119, -0.286, -0.158, -0.136, 0.327, -0.069, -0.099, -0.150, -0.275, -0.092, 0.012, -0.116, 0.288, 0.303, -0.011, -0.259, -0.044, 0.315, 0.117, 0.057, -0.145, 0.335, 0.608, 0.197, 0.215, -0.139, -0.062, -0.058, -0.064]}

No. 2
{"formula": "C26H25N7OS", "method": "ωB97M-V/def2-TZVPD", "smiles": "Cc1nn(C)c(C)c1NC(=O)CSc1nc(Cc2ccccc2)nc2c1cnn2-c1ccccc1", "spin_multiplicity": 1, "largest_force_ev_per_a": 1.141, "charge": 0, "species": ["N", "C", "C", "H", "N", "H", "C", "H", "N", "C", "N", "H", "H", "H", "H", "C", "H", "H", "H", "C", "H", "O", "N", "H", "H", "C", "C", "C", "C", "H", "H", "H", "H", "C", "C", "C", "C", "N", "C", "H", "H", "C", "C", "C", "H", "C", "H", "H", "C", "C", "C", "H", "H", "C", "C", "C", "C", "H", "N", "S"], "xyz": [[-0.6703, -1.7462, 4.6129], [-1.8082, -3.5693, 0.7580], [-0.1157, 2.8391, -4.0318], [2.2252, 1.6295, -0.2443], [-0.8394, 1.7227, -3.5939], [-0.7412, -3.8747, -1.1243], [-0.9271, -2.0048, 2.4117], [1.8158, 5.9254, -5.2782], [0.7585, 0.4523, -2.2759], [-0.6915, -2.6469, 3.6455], [-0.8838, -0.5584, 4.0469], [0.4206, -4.4421, 3.3979], [-0.3911, -4.2663, 4.9666], [-0.4909, -2.0754, 0.3846], [2.3384, 1.1721, 4.0034], [2.2101, -0.6357, 2.8662], [-0.2264, 1.3719, 4.4677], [-0.5510, 5.6118, -5.9052], [-0.6656, 0.3508, 5.8619], [-1.3049, 0.5135, 1.8330], [-2.3111, -4.7362, -0.9813], [-2.5084, -4.2238, 1.4980], [-2.1312, 1.5670, -3.9514], [-0.4521, 1.1934, 1.8364], [2.9388, 4.2550, -3.8527], [-0.4369, 0.6854, -2.8204], [2.1731, -0.3830, 0.4735], [-0.7543, 3.7782, -4.8359], [2.2806, 1.5542, 1.8958], [2.1963, -1.2761, 3.7351], [2.9435, -0.5472, -1.5142], [-1.3268, -4.6582, 3.5036], [2.2585, -2.0602, -0.8581], [2.1533, -1.1928, 1.5997], [2.2261, 0.9965, 0.6312], [1.2174, 3.0095, -3.6756], [2.2799, 0.7380, 3.0160], [-0.1551, -1.5341, -1.3683], [-1.5564, -0.1805, -2.6865], [-1.9361, 1.0605, 4.8412], [2.3296, 2.6281, 2.0076], [1.2731, 5.0603, -4.9285], [1.9031, 4.1221, -4.1279], [-0.9320, 0.6297, 4.8450], [1.7021, 2.2725, -3.0569], [-1.7628, -3.8245, -0.7506], [-2.1835, 1.0635, 2.1698], [-3.5846, 0.1343, -3.5901], [-0.0555, 4.8841, -5.2802], [2.1413, -0.9780, -0.9137], [-0.4832, -4.0944, 3.8985], [2.1039, -2.2664, 1.4904], [-1.4775, 0.1812, 0.8123], [-1.0508, -0.6569, 2.7098], [-2.5751, 0.4553, -3.4320], [-1.3448, -1.3302, -1.9163], [0.8349, -0.6583, -1.5743], [-1.7880, 3.6233, -5.0996], [-0.9989, -2.5592, 1.1250], [-2.6120, -2.5012, -1.6775]], "forces_ev_per_a": [[0.1, -0.5, 0.7], [0.0, -0.2, -0.5], [0.3, 0.7, -0.3], [0.0, 0.1, -0.1], [0.0, -0.7, 0.4], [0.0, -0.1, 0.0], [-0.3, 0.4, 0.5], [0.0, 0.1, 0.0], [0.3, 0.2, -0.1], [0.0, 0.3, -0.3], [0.0, -0.2, -0.7], [0.1, -0.1, 0.0], [0.1, -0.1, 0.1], [-0.1, -0.3, 0.1], [0.0, 0.0, 0.1], [0.0, 0.0, 0.1], [0.0, 0.0, 0.0], [-0.1, 0.0, 0.0], [0.0, 0.0, -0.1], [0.1, 0.0, 0.1], [0.1, 0.1, 0.1], [-0.2, -0.1, 0.1], [-0.7, 0.1, -0.3], [0.0, 0.0, -0.1], [0.1, 0.0, 0.0], [-0.6, -0.9, 0.3], [0.1, -0.1, 0.0], [-0.1, -0.1, 0.0], [0.0, 0.1, -0.1], [0.0, -0.1, 0.1], [0.0, -0.1, 0.0], [0.0, -0.1, 0.0], [0.0, 0.0, 0.0], [0.1, 0.0, 0.0], [0.0, 0.1, 0.0], [0.0, -0.1, 0.1], [0.0, 0.0, 0.1], [-0.2, -0.3, -0.1], [0.8, 0.4, 0.1], [0.0, 0.0, 0.0], [0.0, 0.1, 0.0], [0.1, 0.1, 0.0], [-0.1, 0.1, -0.1], [-0.1, 0.3, 0.2], [0.0, 0.0, 0.0], [-0.2, 0.2, -0.1], [-0.1, 0.1, 0.0], [-0.3, 0.0, -0.1], [0.1, 0.0, 0.0], [0.0, 0.1, 0.0], [-0.1, 0.0, 0.0], [0.0, -0.1, 0.0], [0.0, 0.0, -0.1], [-0.1, -0.4, -0.1], [0.2, 0.1, 0.0], [0.1, 0.0, 0.0], [0.1, 0.2, -0.3], [0.0, 0.0, 0.0], [0.4, 0.5, 0.2], [-0.1, -0.1, 0.0]], "mulliken_charge": [-1.126, 0.591, 0.856, 0.405, 0.745, 0.332, 1.391, 0.383, -0.242, 0.459, 1.085, 0.252, 0.376, -0.146, 0.546, -0.422, 0.316, 0.381, 0.257, -1.360, 0.425, -0.630, -1.251, 0.223, 0.387, 0.839, 0.609, -0.679, -0.994, 0.399, 0.451, 0.285, 0.420, -0.480, -0.089, -0.352, -0.362, -0.435, 0.124, 0.332, 0.398, -0.505, -0.674, -0.938, 0.512, -0.774, 0.514, 0.481, -0.521, -1.689, -1.278, 0.290, 0.072, -0.831, -0.793, 0.274, 0.463, 0.410, 0.487, -0.202]}

No. 3
{"formula": "C31H42BrCl3InN4O6SSi", "method": "ωB97M-V/def2-TZVPD", "spin_multiplicity": 1, "largest_force_ev_per_a": 0.606, "de_lowest_ev": 0.000, "charge": 1, "species": ["H", "H", "C", "H", "O", "H", "H", "H", "C", "H", "O", "H", "C", "H", "C", "C", "N", "C", "C", "C", "C", "Cl", "C", "H", "C", "In", "C", "H", "H", "H", "S", "C", "H", "C", "H", "C", "N", "Si", "Cl", "C", "C", "H", "H", "H", "H", "O", "N", "C", "Br", "O", "H", "H", "H", "H", "H", "H", "N", "H", "C", "C", "H", "C", "O", "H", "H", "C", "H", "H", "Cl", "H", "C", "H", "C", "H", "C", "C", "O", "H", "H", "C", "H", "C", "H", "C", "C", "H", "H", "H", "H", "C"], "xyz": [[0.8041, 6.9164, 3.1625], [3.0046, 3.7601, -1.5921], [-2.6718, -0.1203, -3.2338], [-1.3889, 4.9415, 6.3178], [1.4380, 1.8814, -0.2013], [-3.4553, 1.2980, 1.6275], [-2.5983, -0.0875, -4.3131], [-4.1722, 2.3598, 2.8490], [4.4563, -0.3787, -4.7787], [-2.2907, 2.3389, -0.4357], [-1.0387, 1.3518, 1.1388], [2.3789, 4.2993, 0.7253], [2.0955, -0.8290, -4.5822], [-2.2415, 5.9915, 5.1792], [-0.2203, -0.0253, -3.1720], [-3.0674, 3.4156, 1.2996], [-1.5512, -0.0958, -1.1303], [-3.9001, -0.2280, -2.6043], [-3.9506, 2.2542, 1.7840], [0.4897, 3.4034, 3.8051], [-3.9345, -0.2741, -1.2258], [2.5337, -2.8287, -1.2393], [1.3145, 4.4130, 0.5124], [-1.7621, -3.3821, 2.7345], [-2.7964, 3.2750, -0.2069], [0.2639, -0.0487, 0.3029], [-1.1824, -3.2908, 0.7769], [1.9026, 3.0736, -2.8284], [-4.8127, -0.2777, -3.1845], [-3.3212, 5.5878, 1.1528], [0.8748, 3.2058, -0.7180], [-1.7633, 3.4088, 2.1150], [-1.1406, 6.6946, 6.3680], [-0.1196, 5.7114, 4.7240], [-1.4015, -6.2807, -0.3455], [-1.4617, 4.4565, 2.9728], [-1.5321, -2.7473, 1.9865], [2.2665, -1.6459, 0.4002], [2.0329, -2.9065, 2.0220], [-3.8702, 4.7061, 1.4944], [-1.1006, -5.2488, -0.4803], [-0.2423, -1.6344, 3.0094], [0.7157, 4.2188, 1.3999], [-0.2796, 0.0794, -4.2572], [1.2058, -1.2973, -4.9832], [-1.4302, -4.5882, 0.7623], [-0.9617, -1.5129, 2.3026], [0.2153, 2.3547, 2.9385], [1.4220, 0.8776, 2.9873], [5.8527, -1.0291, -6.6832], [-3.7423, 3.3051, -0.7570], [-2.1361, 5.3001, 2.9985], [-1.6590, -0.8732, 2.6676], [4.9961, -1.3790, -6.9496], [5.3547, 0.6146, -3.1229], [2.0486, 5.5083, 4.8858], [0.8786, -0.1141, -2.5615], [-4.8993, 2.2526, 1.2390], [-1.2955, 5.8406, 5.7038], [-0.8589, 2.3100, 2.0442], [1.3630, 3.3443, 4.4402], [4.4287, 0.2263, -3.5270], [-0.7556, -2.6534, -0.1705], [3.2258, 0.7603, -1.8298], [-4.1599, 4.8582, 2.5365], [1.9873, 3.7564, -1.9858], [1.0904, 5.4058, 0.1172], [-4.7873, 4.6409, 0.9050], [4.0104, -0.6457, 0.7778], [3.2545, -1.4189, -6.2501], [3.2817, -0.9128, -5.2923], [-2.1794, 4.1046, -0.5668], [-0.3450, 4.5030, 3.8168], [-4.8675, -0.3536, -0.6851], [2.0703, -0.1975, -3.3450], [5.7902, -0.4273, -5.4782], [6.7752, 0.0506, -4.9989], [1.1505, 4.7064, 6.1902], [1.6757, 4.7589, -2.2858], [1.1702, 5.5801, 5.5335], [-0.0312, -5.1816, -0.6639], [-0.0309, 6.9800, 3.8660], [1.2942, 6.4620, 6.1643], [-1.5199, -0.0636, -2.4725], [3.2495, 0.3044, -2.8106], [-1.6436, -4.7954, -1.3050], [0.1269, 7.8536, 4.5028], [-2.7295, -0.2078, 0.5452], [-0.9460, 7.1481, 3.2933], [-2.7408, -0.2012, -0.5299]], "forces_ev_per_a": [[0.0, 0.0, 0.0], [0.0, 0.0, -0.1], [-0.1, 0.0, -0.1], [0.0, 0.0, 0.0], [0.1, 0.1, -0.3], [0.0, 0.0, 0.1], [0.0, 0.0, 0.0], [0.0, 0.0, -0.1], [0.1, 0.0, -0.1], [0.0, 0.2, 0.0], [-0.1, -0.3, 0.5], [0.0, 0.1, 0.0], [0.0, -0.1, -0.1], [0.0, 0.0, 0.0], [-0.3, 0.2, 0.0], [0.0, 0.0, 0.0], [-0.2, -0.1, -0.1], [-0.1, 0.0, -0.1], [0.0, 0.0, 0.0], [0.0, 0.0, 0.0], [0.0, 0.0, 0.1], [0.0, -0.1, -0.1], [0.1, 0.0, 0.1], [0.1, -0.1, 0.0], [0.0, 0.0, -0.1], [0.2, 0.1, -0.3], [-0.1, 0.2, -0.1], [0.0, 0.0, 0.0], [0.0, 0.0, 0.0], [0.0, 0.0, 0.0], [-0.4, -0.3, 0.2], [0.0, 0.1, 0.0], [0.0, 0.0, 0.0], [0.0, 0.0, 0.0], [0.0, 0.0, 0.0], [0.0, 0.0, 0.0], [0.0, 0.0, -0.3], [-0.3, 0.2, 0.1], [-0.1, -0.1, 0.0], [0.0, 0.0, 0.0], [0.0, 0.0, 0.1], [0.1, 0.1, -0.1], [0.1, 0.1, -0.1], [0.0, 0.0, 0.0], [0.0, 0.0, 0.0], [0.0, -0.2, -0.2], [0.1, 0.3, 0.0], [0.0, -0.3, 0.0], [0.0, 0.0, 0.1], [-0.1, 0.0, 0.1], [0.0, 0.0, 0.0], [0.0, 0.0, 0.0], [-0.1, 0.0, 0.0], [0.0, 0.0, 0.0], [0.0, 0.0, 0.0], [0.0, 0.0, 0.0], [0.4, -0.1, 0.0], [0.0, 0.0, 0.0], [0.0, 0.0, 0.0], [0.1, 0.2, -0.1], [0.0, 0.0, 0.0], [0.0, 0.0, 0.1], [0.1, 0.0, 0.3], [0.0, 0.0, 0.1], [0.0, 0.0, 0.0], [0.2, -0.1, -0.1], [0.0, -0.1, 0.0], [0.0, 0.0, 0.0], [0.1, 0.1, -0.1], [0.0, 0.0, 0.0], [0.0, 0.0, 0.0], [0.0, -0.1, 0.0], [-0.1, 0.0, 0.0], [0.0, 0.0, 0.0], [-0.1, 0.0, 0.2], [0.0, 0.0, -0.1], [0.0, 0.1, 0.1], [0.0, 0.0, 0.0], [0.0, -0.1, 0.0], [0.0, 0.0, 0.0], [0.0, 0.0, 0.0], [0.0, 0.1, 0.0], [0.0, 0.0, 0.0], [0.2, -0.1, 0.2], [0.0, 0.2, 0.1], [0.0, 0.0, 0.0], [0.0, 0.0, 0.0], [0.0, -0.1, 0.1], [0.0, 0.0, 0.0], [0.2, 0.0, -0.2]], "mulliken_charge": [0.301, 0.383, -0.964, 0.359, -0.634, 0.028, 0.535, 0.336, 1.095, 0.175, 0.122, 0.480, -0.828, 0.287, -0.970, 2.281, 0.814, -0.750, -1.318, 0.183, -1.209, -0.265, -1.062, 0.283, -1.556, 1.847, 0.549, 0.313, 0.459, 0.420, 0.861, -0.507, 0.486, 1.558, 0.260, -0.483, -0.406, 0.661, -0.283, -2.354, -0.619, 0.343, 0.110, 0.612, 0.552, -0.489, -0.112, 0.224, -0.233, -0.477, 0.492, 0.482, 0.250, 0.266, 0.502, 0.406, 0.505, 0.444, -1.623, -0.775, 0.581, -0.953, -0.532, 0.736, 0.424, -1.228, 0.506, 0.465, -0.255, 0.190, -1.088, 0.203, -0.226, 0.555, -0.948, 0.512, -0.531, 0.397, 0.519, -2.145, 0.259, -1.590, 0.427, 0.810, 0.259, 0.280, 0.464, 0.481, 0.326, -0.245]}

Number 1: highest occupied orbital energy -0.4431 Ha. Number 2: highest occupied orbital energy -0.3027 Ha. Number 3: highest occupied orbital energy -0.3820 Ha.